1.
Formula: C28H19Cl5N3O3Pd
Source: OMol25
Level of theory: wB97M-V/def2-TZVPD

Values from the calculation:
M (Da): 729.16
E_HOMO (eV): -10.36
Energy (eV): -106040.2912
Energy above the lowest of the compared OMol25 structures with the same formula, charge and spin (kJ/mol): 151.39
Lowest unoccupied orbital energy (eV): -4.761
Frontier orbital gap (Eh): 0.206
Charge: +1
Spin multiplicity: 1

Positions of all 59 atoms, in Å:
Pd (-0.456467, -0.522795, -0.407213)
O (-5.067984, -5.473658, -0.857658)
C (-5.362585, -4.275927, -0.740646)
O (-6.441502, -3.666510, -0.770839)
C (-4.131747, -3.340803, -0.704366)
C (-2.841718, -3.857701, -0.715471)
C (-1.757402, -3.010731, -0.650954)
N (-1.946838, -1.683764, -0.593066)
C (-3.186957, -1.147641, -0.571727)
C (-4.293537, -1.958372, -0.633201)
C (-3.172727, 0.312635, -0.437482)
C (-4.305614, 1.102165, -0.376477)
C (-4.162529, 2.469879, -0.214783)
C (-2.891179, 3.011423, -0.112492)
C (-1.800048, 2.169597, -0.181275)
N (-1.929632, 0.852504, -0.350765)
C (-0.341118, -3.397597, -0.671929)
C (0.070989, -4.716978, -0.647477)
C (1.421843, -4.998916, -0.742740)
C (2.314070, -3.951992, -0.885718)
C (1.838755, -2.654726, -0.882002)
N (0.537261, -2.362136, -0.752264)
H (-2.755938, -4.936042, -0.780296)
H (-5.313862, -1.592899, -0.618095)
H (-5.282361, 0.647101, -0.450441)
H (-5.037898, 3.102596, -0.162557)
H (-2.736632, 4.072195, 0.023528)
H (-0.791994, 2.531668, -0.099810)
H (-0.658743, -5.508280, -0.562365)
H (1.766102, -6.023969, -0.725307)
H (3.374430, -4.123990, -1.000444)
H (2.513947, -1.828452, -1.018640)
Cl (4.800617, -0.870921, 5.140075)
C (3.991943, -0.613131, 3.658255)
C (2.599368, -0.518822, 3.631803)
Cl (1.701813, -0.655265, 5.080433)
C (1.938601, -0.319152, 2.418913)
Cl (0.220184, -0.228340, 2.395624)
C (2.674177, -0.203327, 1.259690)
O (2.075163, -0.067622, 0.003944)
C (4.059883, -0.291294, 1.271893)
Cl (4.914850, -0.137967, -0.208115)
C (4.726829, -0.499876, 2.476303)
Cl (6.430218, -0.609309, 2.496071)
C (0.658786, 4.070508, -1.976670)
C (1.479632, 3.781575, -0.710838)
C (0.915133, 4.532716, 0.503848)
C (2.938088, 4.223806, -0.942474)
C (1.543459, 2.329774, -0.451198)
C (1.571671, 1.131748, -0.282004)
H (0.859200, 5.093175, -2.296474)
H (-0.414117, 3.985193, -1.802173)
H (0.932276, 3.399949, -2.790454)
H (0.948259, 5.604792, 0.309347)
H (1.503823, 4.330300, 1.398567)
H (-0.119863, 4.263967, 0.711935)
H (2.955799, 5.302974, -1.095491)
H (3.358757, 3.739565, -1.823164)
H (3.565050, 3.987105, -0.082682)

Atoms 1-3, force components in eV/Å:
0.6056 -0.3153 -0.7980
0.2086 0.1394 0.3494
-0.4935 -0.3362 -0.9742

=====

2.
Formula: C28H19I2N3O2Pt
Source: OMol25
Level of theory: wB97M-V/def2-TZVPD

Values from the calculation:
M (Da): 878.37
E_HOMO (eV): -7.53
Energy (eV): -57357.8141
Energy above the lowest of the compared OMol25 structures with the same formula, charge and spin (kJ/mol): 0.00
Lowest unoccupied orbital energy (eV): -1.766
Frontier orbital gap (Eh): 0.212
Spin multiplicity: 1

Positions of all 55 atoms, in Å:
Pt (0.189014, 0.069123, 0.079903)
I (-1.714136, 2.504311, -0.224744)
C (-0.015942, 3.427393, -1.014311)
C (-0.201474, 4.719601, -1.420273)
C (0.863383, 5.451501, -1.978424)
C (2.084381, 4.863834, -2.104594)
C (2.300842, 3.530701, -1.681119)
C (3.593079, 2.963392, -1.821507)
C (3.824515, 1.687830, -1.415783)
C (2.776893, 0.929356, -0.851176)
C (1.503269, 1.416959, -0.689352)
C (1.241830, 2.761822, -1.121578)
H (-1.174302, 5.181202, -1.322000)
H (0.699099, 6.470908, -2.302143)
H (2.917899, 5.407925, -2.532809)
H (4.379966, 3.567797, -2.256333)
H (4.807114, 1.244979, -1.523007)
H (2.996953, -0.086078, -0.542689)
C (2.254954, 3.356193, 4.281026)
C (1.856140, 3.553757, 2.971258)
C (1.299133, 2.508725, 2.246926)
C (1.135465, 1.273637, 2.846710)
C (1.525477, 1.064913, 4.169993)
C (2.088536, 2.109869, 4.876916)
N (0.533204, 0.202887, 2.078982)
N (0.152908, -0.751672, 2.806928)
C (-0.512761, -1.780559, 2.137400)
C (-0.881284, -2.922268, 2.832077)
C (-1.561742, -3.905965, 2.137709)
C (-1.852075, -3.709471, 0.792722)
C (-1.451245, -2.541131, 0.173290)
N (-0.788970, -1.595362, 0.844467)
H (2.696209, 4.167856, 4.844762)
H (1.974601, 4.518682, 2.496761)
H (0.983381, 2.664179, 1.231582)
H (1.398734, 0.099012, 4.631225)
H (2.401121, 1.950947, 5.900416)
H (-0.629530, -3.011043, 3.878344)
H (-1.865962, -4.815624, 2.637016)
H (-2.386743, -4.455120, 0.221729)
H (-1.631535, -2.322703, -0.870800)
I (-1.025105, -3.710123, -8.017082)
C (-0.793519, -2.510822, -6.327721)
C (-0.543637, -3.102009, -5.098114)
C (-0.390875, -2.299004, -3.977837)
C (-0.490070, -0.917445, -4.076841)
C (-0.735555, -0.341728, -5.318318)
C (-0.887413, -1.131219, -6.446380)
C (-0.337894, -0.005141, -2.884008)
O (-0.425127, 1.198729, -3.011665)
O (-0.149549, -0.658257, -1.770673)
H (-0.463935, -4.177450, -5.016102)
H (-0.174195, -2.749000, -3.018315)
H (-0.806211, 0.736021, -5.378300)
H (-1.077262, -0.677470, -7.409507)

Atoms 1-3, force components in eV/Å:
0.3202 -0.0441 -0.0881
-0.2504 0.0716 0.0558
0.1330 0.0326 -0.0405

=====

3.
Formula: C28H20F6MgN2O5S8
Source: OMol25
Level of theory: wB97M-V/def2-TZVPD

Values from the calculation:
M (Da): 859.31
E_HOMO (eV): -0.92
Energy (eV): -151014.6825
Energy above the lowest of the compared OMol25 structures with the same formula, charge and spin (kJ/mol): 74.56
Lowest unoccupied orbital energy (eV): 3.949
Frontier orbital gap (Eh): 0.179
Charge: -2
Spin multiplicity: 1

Positions of all 70 atoms, in Å:
Mg (0.013701, -0.422440, 0.308196)
S (3.696211, 1.641700, 5.263359)
C (2.237114, 1.425734, 4.451177)
S (1.903703, 2.048027, 2.903767)
C (0.300654, 1.399816, 2.673201)
C (-0.227290, 0.691117, 3.717874)
S (-1.770975, -0.024042, 3.887811)
S (0.900262, 0.554581, 5.070448)
S (-0.490861, 1.799742, 1.143912)
F (-2.733191, -3.165786, -1.173911)
C (-3.677500, -2.823767, -0.293324)
F (-4.372550, -3.923970, 0.024716)
F (-4.517673, -1.965161, -0.893213)
S (-2.949694, -2.037118, 1.209988)
O (-2.135077, -0.980971, 0.646925)
O (-4.086923, -1.704445, 1.993211)
N (-2.107026, -3.205871, 1.832591)
S (-0.539431, -3.187088, 1.616608)
O (-0.142853, -2.718607, 0.297202)
O (0.220461, -2.746671, 2.733942)
C (-0.247448, -5.003959, 1.521975)
F (-0.624487, -5.609986, 2.647817)
F (-0.907599, -5.561312, 0.504113)
F (1.057695, -5.219371, 1.341061)
C (4.470728, -1.031151, 0.719562)
C (4.855104, -0.913000, -0.614611)
C (3.898515, -0.658650, -1.579068)
C (2.551127, -0.520892, -1.208810)
C (2.128133, -0.650231, 0.123111)
C (3.134493, -0.907454, 1.067374)
C (1.524844, -0.180930, -2.228964)
C (1.876826, 0.032593, -3.595393)
C (0.927023, 0.352958, -4.507542)
C (-0.423117, 0.477989, -4.109619)
C (-1.462911, 0.821197, -5.002291)
C (-2.745058, 0.948841, -4.551619)
C (-3.032312, 0.746327, -3.185184)
C (-2.045652, 0.418223, -2.299652)
C (-0.711159, 0.263056, -2.747807)
N (0.263071, -0.050022, -1.840272)
H (5.218849, -1.217175, 1.483097)
H (5.897311, -1.012558, -0.898812)
H (4.224549, -0.552746, -2.607296)
H (2.865231, -1.007675, 2.114634)
H (2.907434, -0.046198, -3.902247)
H (1.190011, 0.527955, -5.545352)
H (-1.215202, 0.994557, -6.043779)
H (-3.540073, 1.222008, -5.234172)
H (-4.047606, 0.865285, -2.828555)
H (-2.269202, 0.293218, -1.248254)
C (5.693789, 2.595317, -2.467793)
C (4.222958, 2.905454, -2.397129)
C (3.547591, 3.469684, -3.473935)
C (2.185097, 3.740525, -3.405267)
C (1.499507, 3.436366, -2.242836)
C (2.147776, 2.858470, -1.156576)
C (3.505816, 2.606648, -1.238852)
S (-0.272002, 3.728641, -2.207444)
C (-0.259873, 4.918788, -0.862580)
O (-0.589331, 4.492884, -3.454475)
H (6.104339, 2.841924, -3.448316)
H (5.872302, 1.535674, -2.271712)
H (6.248088, 3.158017, -1.713797)
H (4.093367, 3.698392, -4.384187)
H (1.643364, 4.176614, -4.235704)
H (1.584740, 2.578528, -0.269594)
H (4.003930, 2.135424, -0.397955)
H (0.407869, 5.736995, -1.130837)
H (0.049642, 4.399199, 0.045446)
H (-1.285347, 5.266480, -0.746284)

Atoms 1-3, force components in eV/Å:
-0.2433 -0.0367 0.1490
-0.1210 0.0086 -0.0558
0.1096 0.0423 0.1727

=====

4.
Formula: C28H20N4O6S2Tc
Source: OMol25
Level of theory: wB97M-V/def2-TZVPD

Values from the calculation:
M (Da): 670.62
⟨S²⟩: 3.79
E_HOMO (spin up / spin down) (eV): -7.87 / -8.00
Energy (eV): -71473.7214
Energy above the lowest of the compared OMol25 structures with the same formula, charge and spin (kJ/mol): 154.73
Lowest unoccupied orbital energy (spin up / spin down) (eV): -1.571 / -2.496
Frontier orbital gap (spin up / spin down) (Eh): 0.231 / 0.202
Spin multiplicity: 4

Positions of all 61 atoms, in Å:
Tc (0.490732, -0.816819, 1.411223)
N (-1.616002, -0.084354, 1.749371)
C (-2.512687, -1.011435, 1.118419)
C (-3.840646, -0.738856, 0.894680)
C (-4.677201, -1.712167, 0.336304)
C (-4.190115, -2.957428, 0.045908)
C (-2.840008, -3.278705, 0.291692)
C (-2.309243, -4.572912, 0.111370)
C (-1.001080, -4.799392, 0.459475)
C (-0.196479, -3.730717, 0.855357)
N (-0.631398, -2.483305, 0.973042)
C (-1.972152, -2.272139, 0.788027)
H (-1.813186, 0.880699, 1.491621)
H (-1.698589, -0.155650, 2.764941)
H (-4.251076, 0.223449, 1.164240)
H (-5.717224, -1.479551, 0.173073)
H (-4.837306, -3.718850, -0.359653)
H (-2.939453, -5.366116, -0.258039)
H (-0.572266, -5.786196, 0.401639)
H (0.848636, -3.899384, 1.071407)
S (2.760469, -1.638199, 1.329367)
C (3.235951, -2.680920, 0.050772)
C (4.484250, -3.303661, 0.252408)
N (5.487307, -3.831561, 0.429024)
C (2.552838, -2.968386, -1.127614)
S (1.050227, -2.335737, -1.579646)
C (3.128421, -3.856432, -2.061503)
N (3.550833, -4.564396, -2.859275)
O (1.640149, 1.512801, 7.025626)
C (1.434352, 1.055962, 5.930420)
C (1.539065, 1.820384, 4.617724)
O (1.718626, 3.011923, 4.486244)
C (1.268487, 0.818722, 3.577098)
C (0.866483, -0.416269, 4.158275)
O (0.494808, -1.342659, 3.363186)
C (1.006290, -0.373819, 5.617785)
O (0.822983, -1.263114, 6.418448)
O (1.277878, 0.890177, 2.308337)
C (-0.073901, 4.794929, -5.047279)
C (0.096770, 3.928846, -3.840034)
C (0.716213, 4.407206, -2.689247)
C (0.930086, 3.601964, -1.585872)
C (1.583520, 4.194417, -0.374146)
C (0.504637, 2.249063, -1.622205)
C (0.855634, 1.394086, -0.519766)
O (0.392867, 0.271194, -0.253464)
C (-0.190742, 1.775759, -2.761115)
C (-0.714359, 0.382534, -2.831946)
C (-0.364848, 2.617338, -3.844787)
H (0.042933, 5.847209, -4.798499)
H (-1.053767, 4.637546, -5.494764)
H (0.676135, 4.539981, -5.797745)
H (1.043610, 5.437205, -2.663979)
H (1.626569, 5.278548, -0.448511)
H (2.604281, 3.827721, -0.278581)
H (1.050382, 3.942735, 0.539229)
H (1.624949, 1.799839, 0.147264)
H (-1.416887, 0.189625, -2.022935)
H (0.099093, -0.331301, -2.725026)
H (-1.210127, 0.199982, -3.781816)
H (-0.865723, 2.238589, -4.725547)

Atoms 1-3, force components in eV/Å:
0.6505 0.5335 2.0724
0.6298 0.1361 0.1316
-0.5306 0.0069 -0.1633